[1]
DFT (wB97M-V/def2-TZVPD) results for a 2-piece molecular cluster, C2H4ClNS overall at a distorted geometry.

Its spin multiplicity is 1. The calculation puts the gap between HOMO and LUMO (alpha / beta) at 7.7 / 7.7 eV. The value obtained for the energy above the lowest of the compared OMol25 structures with the same formula, charge and spin is 448.96 kJ/mol. For the total energy, the calculation gives -991.56915 Eh. Its LUMO energy (alpha / beta) is -1.0 / -1.0 eV.

Geometry as XYZ:
```
9
C2H4ClNS wB97M-V/def2-TZVPD
C -0.528 -0.594 1.468
C 0.534 0.606 -0.759
N -0.842 0.340 -0.382
S 0.953 -1.121 1.665
Cl -1.505 -1.007 -1.270
H -1.420 -0.347 1.971
H 1.367 0.038 -0.316
H 0.773 0.505 -1.751
H 0.668 1.579 -0.626
```

Atomic partial charges in e from the Mulliken method, atoms 1 to 5: 0.065, -0.826, -0.335, -0.182, -0.124

[2]
DFT (wB97M-V/def2-TZVPD) results for an isolated molecule of C2H4ClNS at a distorted geometry.

Its spin multiplicity is 1. The calculation puts the gap between HOMO and LUMO at 9.7 eV. The value obtained for the energy above the lowest of the compared OMol25 structures with the same formula, charge and spin is 201.70 kJ/mol. For the total energy, the calculation gives -991.66332 Eh. Its LUMO energy is 0.7 eV.

Geometry as XYZ:
```
9
C2H4ClNS wB97M-V/def2-TZVPD
C -0.037 0.898 -0.001
C 0.867 -0.356 0.148
H -3.459 0.242 0.527
H 0.535 1.976 -0.184
H 0.711 -0.691 1.229
H 0.635 -1.176 -0.739
N -1.261 0.868 -0.003
S -2.358 -0.450 -0.064
Cl 2.538 -0.145 -0.039
```

Atomic partial charges in e from the Mulliken method, atoms 1 to 5: 0.086, -0.338, 0.178, 0.247, 0.276